C37H42BF4NO13 | wB97M-V/def2-TZVPD

Calculated values
- Largest force on an atom: 4.31 eV Å⁻¹
- Electronic energy: -78696.7163 eV
- LUMO: -0.0662 Ha
- E_HOMO: -8.889 eV

The geometry in ORCA input format:
```
! RIJCOSX wB97M-V def2-TZVPD def2/J DEFGRID3
* xyz 0 1
C 2.18 -5.48 0.90
O 3.46 -6.13 0.83
C 4.21 -5.86 2.05
C 4.64 -4.30 2.19
C 4.03 -3.64 3.53
C 2.89 -2.56 3.06
C 3.61 -1.17 2.58
C 3.06 -0.72 1.14
C 3.61 0.70 0.62
C 3.74 1.84 1.74
C 2.37 2.60 2.10
C 1.18 1.64 2.60
C 0.17 2.48 3.54
C -1.00 1.55 4.20
C -1.45 0.39 3.19
C -1.28 -1.11 3.55
B -0.70 -1.68 4.96
O -0.96 -1.04 6.23
O 0.09 -2.90 5.04
C -1.69 -2.19 2.49
C -2.27 -1.78 1.13
C -2.44 -0.25 0.80
C -2.06 0.87 1.82
N -2.25 2.30 1.51
C -3.03 0.05 -0.66
O -3.78 1.02 -0.94
C -2.54 -0.99 -1.80
C -2.35 -2.38 -1.52
C -1.82 -3.44 -2.58
F -2.13 -4.80 -2.25
F -0.37 -3.37 -2.54
C -2.34 -3.21 -4.08
F -1.81 -4.31 -4.85
F -1.81 -2.03 -4.70
C -2.67 -2.86 -0.01
O -3.21 -3.95 0.29
H 1.83 -5.31 1.98
H 1.37 -6.09 0.34
H 2.23 -4.45 0.40
H 5.16 -6.50 2.11
H 3.53 -6.22 2.92
H 5.79 -4.20 2.22
H 4.24 -3.70 1.31
H 4.80 -3.05 4.13
H 3.45 -4.41 4.17
H 2.22 -3.01 2.25
H 2.33 -2.29 4.03
H 3.40 -0.37 3.38
H 4.73 -1.38 2.62
H 3.43 -1.51 0.38
H 1.91 -0.76 1.10
H 4.67 0.54 0.20
H 2.98 1.04 -0.28
H 4.23 1.50 2.72
H 4.45 2.64 1.31
H 2.56 3.45 2.86
H 2.02 3.11 1.13
H 0.61 1.31 1.64
H 1.51 0.69 3.14
H -0.29 3.29 2.88
H 0.71 3.01 4.41
H -0.58 1.18 5.19
H -1.93 2.21 4.36
H -0.55 -1.61 6.93
H -0.08 -3.47 4.27
H -1.56 -3.30 2.70
H -2.46 2.83 2.38
H -3.11 2.44 0.94
H -2.31 -0.54 -2.82
H -3.48 -3.30 -4.20
O -8.34 3.12 -5.47
C -7.30 2.60 -5.11
C -7.22 1.71 -3.95
C -6.05 1.17 -3.59
O -5.96 0.34 -2.52
C -4.79 1.46 -4.34
O -3.74 0.97 -3.97
C -4.88 2.33 -5.51
C -6.05 2.87 -5.88
O -6.14 3.68 -6.97
H -8.14 1.51 -3.42
H -5.02 0.09 -2.46
H -3.97 2.52 -6.06
H -7.09 3.93 -7.02
O 3.32 3.63 -0.86
C 2.84 4.07 -1.89
C 3.13 3.48 -3.20
C 2.59 3.99 -4.31
O 2.85 3.45 -5.53
C 1.70 5.18 -4.26
O 1.24 5.64 -5.30
C 1.39 5.76 -2.95
C 1.92 5.24 -1.84
O 1.64 5.76 -0.61
H 3.78 2.61 -3.22
H 2.35 4.00 -6.17
H 0.72 6.61 -2.93
H 2.14 5.22 0.02
*
```

Atomic charges from the Löwdin analysis, expressed in e, are listed below: number 1, C, carries -0.13; number 2, O, carries -0.23; number 3, C, carries -0.21; number 4, C, carries -0.16; number 5, C, carries -0.19; number 6, C, carries -0.20; number 7, C, carries -0.21; number 8, C, carries -0.21; number 9, C, carries -0.20; number 10, C, carries -0.22; number 11, C, carries -0.20; number 12, C, carries -0.19; number 13, C, carries -0.19; number 14, C, carries -0.14; number 15, C, carries -0.06; number 16, C, carries 0.02; number 17, B, carries -0.48; number 18, O, carries 0.08; number 19, O, carries 0.07; number 20, C, carries 0.05; number 21, C, carries -0.03; number 22, C, carries 0.02; number 23, C, carries -0.12; number 24, N, carries 0.08; number 25, C, carries -0.23; number 26, O, carries 0.04; number 27, C, carries 0.10; number 28, C, carries 0.01; number 29, C, carries -0.27; number 30, F, carries 0.05; number 31, F, carries 0.04; number 32, C, carries -0.15; number 33, F, carries 0.00; number 34, F, carries 0.02; number 35, C, carries -0.22; number 36, O, carries 0.08; number 37, H, carries 0.09; number 38, H, carries 0.11; number 39, H, carries 0.09; number 40, H, carries 0.13; number 41, H, carries 0.12; number 42, H, carries 0.11; number 43, H, carries 0.10; number 44, H, carries 0.11; number 45, H, carries 0.11; number 46, H, carries 0.09; number 47, H, carries 0.09; number 48, H, carries 0.09; number 49, H, carries 0.11; number 50, H, carries 0.11; number 51, H, carries 0.11; number 52, H, carries 0.12; number 53, H, carries 0.11; number 54, H, carries 0.10; number 55, H, carries 0.10; number 56, H, carries 0.11; number 57, H, carries 0.09; number 58, H, carries 0.11; number 59, H, carries 0.10; number 60, H, carries 0.09; number 61, H, carries 0.12; number 62, H, carries 0.11; number 63, H, carries 0.12; number 64, H, carries 0.11; number 65, H, carries 0.08; number 66, H, carries 0.11; number 67, H, carries 0.08; number 68, H, carries 0.09; number 69, H, carries 0.12; number 70, H, carries 0.19; number 71, O, carries 0.11; number 72, C, carries -0.31; number 73, C, carries 0.08; number 74, C, carries -0.21; number 75, O, carries 0.09; number 76, C, carries -0.30; number 77, O, carries 0.10; number 78, C, carries 0.08; number 79, C, carries -0.22; number 80, O, carries 0.10; number 81, H, carries 0.14; number 82, H, carries 0.07; number 83, H, carries 0.14; number 84, H, carries 0.12; number 85, O, carries 0.09; number 86, C, carries -0.30; number 87, C, carries 0.08; number 88, C, carries -0.22; number 89, O, carries 0.10; number 90, C, carries -0.31; number 91, O, carries 0.11; number 92, C, carries 0.08; number 93, C, carries -0.22; number 94, O, carries 0.09; number 95, H, carries 0.14; number 96, H, carries 0.12; number 97, H, carries 0.14; number 98, H, carries 0.11

***

C37H42BaFGe2N4O8Si | wB97M-V/def2-TZVPD

Calculated values
- Largest force on an atom: 1.86 eV Å⁻¹
- Electronic energy: -185717.3479 eV
- Energy relative to the best compared isomer or geometry (same formula, charge and spin): 0.00 kcal/mol
- LUMO (alpha / beta): -0.0315 / -0.0466 Ha
- E_HOMO (alpha / beta): -6.140 / -6.140 eV

The geometry in ORCA input format:
```
! RIJCOSX wB97M-V def2-TZVPD def2/J DEFGRID3
* xyz 0 2
Ba -0.36 -1.15 -0.04
O -0.81 -3.99 -3.90
C -0.54 -3.06 -2.98
O -1.36 -2.68 -2.17
C 0.86 -2.53 -3.07
C 1.75 -2.94 -4.05
C 3.03 -2.38 -4.04
C 3.35 -1.42 -3.12
C 2.36 -0.99 -2.19
N 1.15 -1.60 -2.17
C 2.51 0.14 -1.35
O 3.67 0.81 -1.25
O 1.49 0.76 -0.78
H -1.72 -4.30 -3.74
H 1.46 -3.68 -4.79
H 3.77 -2.68 -4.77
H 4.34 -0.97 -3.15
H 4.41 0.27 -1.56
C 1.32 -4.90 0.12
Si 0.91 -4.10 1.80
C 2.38 -2.95 2.14
C 0.94 -5.49 3.08
N -0.51 -3.21 1.61
C -1.67 -3.13 2.32
C -2.83 -2.57 1.74
C -4.04 -2.47 2.41
C -4.17 -2.95 3.70
C -3.05 -3.50 4.31
C -1.83 -3.58 3.65
H 2.27 -5.44 0.12
H 1.38 -4.14 -0.66
H 0.53 -5.60 -0.17
H 3.32 -3.49 2.22
H 2.23 -2.38 3.06
H 2.51 -2.21 1.33
H 1.79 -6.15 2.87
H 0.03 -6.09 3.05
H 1.06 -5.12 4.10
H -2.80 -2.23 0.70
H -4.88 -2.02 1.89
H -5.11 -2.88 4.23
H -3.12 -3.87 5.33
H -0.98 -4.00 4.17
C 2.31 5.78 -1.61
Ge 2.97 3.96 -1.30
C 3.62 3.75 0.53
C 4.43 3.64 -2.59
Ge 1.07 2.45 -1.63
C 0.80 1.78 -3.45
C 1.56 2.29 -4.50
C 1.40 1.81 -5.79
C 0.47 0.82 -6.05
C -0.31 0.31 -5.02
C -0.15 0.80 -3.73
C -0.53 3.16 -0.81
C -0.39 4.06 0.25
C -1.50 4.69 0.80
C -2.77 4.39 0.32
C -2.92 3.49 -0.72
C -1.81 2.89 -1.29
H 3.13 6.49 -1.48
H 1.50 6.05 -0.93
H 1.93 5.89 -2.63
H 4.47 4.43 0.70
H 3.96 2.73 0.71
H 2.86 3.99 1.27
H 5.39 3.84 -2.10
H 4.34 4.33 -3.44
H 4.44 2.62 -2.97
H 2.30 3.06 -4.31
H 2.00 2.22 -6.59
H 0.34 0.44 -7.06
H -1.05 -0.45 -5.22
H -0.77 0.39 -2.94
H 0.59 4.29 0.64
H -1.37 5.38 1.62
H -3.64 4.85 0.77
H -3.91 3.25 -1.08
H -1.95 2.20 -2.11
F -2.48 -1.36 6.33
C -2.96 -0.53 5.40
C -2.16 0.10 4.54
N -2.65 1.00 3.62
C -1.70 1.74 2.79
C -1.13 0.82 1.71
O -1.88 0.54 0.74
O 0.01 0.35 1.89
C -3.99 1.28 3.51
O -4.46 2.11 2.76
N -4.79 0.56 4.39
C -4.41 -0.34 5.38
O -5.21 -0.87 6.11
H -1.09 -0.07 4.52
H -0.90 2.13 3.42
H -2.26 2.56 2.33
H -5.78 0.75 4.32
*
```

Atomic charges from the Löwdin analysis, expressed in e, are listed below: number 1, Ba, carries 2.10; number 2, O, carries 0.14; number 3, C, carries -0.47; number 4, O, carries 0.00; number 5, C, carries -0.23; number 6, C, carries 0.01; number 7, C, carries -0.03; number 8, C, carries 0.02; number 9, C, carries -0.21; number 10, N, carries -0.01; number 11, C, carries -0.45; number 12, O, carries 0.07; number 13, O, carries -0.28; number 14, H, carries 0.15; number 15, H, carries 0.12; number 16, H, carries 0.12; number 17, H, carries 0.11; number 18, H, carries 0.12; number 19, C, carries -0.18; number 20, Si, carries 0.32; number 21, C, carries -0.18; number 22, C, carries -0.19; number 23, N, carries -0.27; number 24, C, carries -0.42; number 25, C, carries -0.10; number 26, C, carries -0.10; number 27, C, carries -0.13; number 28, C, carries -0.11; number 29, C, carries -0.05; number 30, H, carries 0.02; number 31, H, carries -0.01; number 32, H, carries 0.03; number 33, H, carries 0.02; number 34, H, carries 0.03; number 35, H, carries 0.00; number 36, H, carries 0.02; number 37, H, carries 0.03; number 38, H, carries 0.02; number 39, H, carries 0.06; number 40, H, carries 0.10; number 41, H, carries 0.10; number 42, H, carries 0.11; number 43, H, carries 0.08; number 44, C, carries -0.24; number 45, Ge, carries 0.74; number 46, C, carries -0.23; number 47, C, carries -0.25; number 48, Ge, carries 1.00; number 49, C, carries -0.28; number 50, C, carries -0.10; number 51, C, carries -0.08; number 52, C, carries -0.08; number 53, C, carries -0.07; number 54, C, carries -0.11; number 55, C, carries -0.30; number 56, C, carries -0.12; number 57, C, carries -0.08; number 58, C, carries -0.07; number 59, C, carries -0.06; number 60, C, carries -0.10; number 61, H, carries 0.02; number 62, H, carries 0.01; number 63, H, carries 0.02; number 64, H, carries 0.02; number 65, H, carries 0.02; number 66, H, carries 0.01; number 67, H, carries 0.02; number 68, H, carries 0.02; number 69, H, carries 0.00; number 70, H, carries 0.08; number 71, H, carries 0.11; number 72, H, carries 0.11; number 73, H, carries 0.11; number 74, H, carries 0.09; number 75, H, carries 0.08; number 76, H, carries 0.11; number 77, H, carries 0.11; number 78, H, carries 0.11; number 79, H, carries 0.09; number 80, F, carries 0.09; number 81, C, carries -0.21; number 82, C, carries 0.06; number 83, N, carries 0.02; number 84, C, carries -0.03; number 85, C, carries -0.73; number 86, O, carries -0.26; number 87, O, carries -0.21; number 88, C, carries -0.46; number 89, O, carries 0.07; number 90, N, carries 0.22; number 91, C, carries -0.42; number 92, O, carries 0.09; number 93, H, carries 0.15; number 94, H, carries 0.14; number 95, H, carries 0.10; number 96, H, carries 0.17